Record 1
Formula: C5H8N
Source: OMol25
Level of theory: wB97M-V/def2-TZVPD

Frontier orbital gap   7.49 eV
HOMO   -14.98 eV
Charge   +1
LUMO energy   -7.50 eV

The geometry in XYZ format:
```
14
Properties=species:S:1:pos:R:3:forces:R:3
C 0.8534 -0.9605 0.1975 1.52 -1.21 0.70
C -1.5336 -0.2196 -0.5948 0.83 0.03 -1.59
C 0.2718 1.2664 0.0677 -0.27 0.24 -0.09
C -0.6235 -0.7741 0.4248 -1.30 0.97 0.19
C 1.4786 0.3170 -0.1459 -5.94 1.07 1.90
N -1.1160 0.7181 0.4386 4.11 -1.50 -1.66
H 1.3146 -1.3956 1.1867 -0.16 0.77 -1.64
H 1.0903 -1.7467 -0.5494 0.13 0.13 0.24
H -1.2021 -0.1356 -1.6648 0.12 0.18 1.13
H -2.5797 -0.3391 -0.5805 -1.05 -0.74 0.36
H 0.4010 1.7169 1.0536 1.33 0.90 0.12
H 0.2413 2.0087 -0.7277 0.04 0.54 0.15
H -0.9749 -1.2783 1.2778 -0.70 -0.93 0.57
H 2.3789 0.8225 -0.3836 1.35 -0.46 -0.38
```
Positions in Å, forces in eV/Å.

=====

Record 2
Formula: C5H11ClF3O3RuSV
Source: OMol25
Level of theory: wB97M-V/def2-TZVPD

Frontier orbital gap (alpha / beta)   6.24 / 4.35 eV
HOMO (alpha / beta)   -7.00 / -7.32 eV
Spin multiplicity   7
LUMO energy (alpha / beta)   -0.76 / -2.98 eV

The geometry in XYZ format:
```
26
Properties=species:S:1:pos:R:3:forces:R:3
Ru -0.3878 -1.7540 -2.2620 0.31 1.14 0.96
Cl -0.1028 -1.3949 0.0650 0.30 -1.35 -0.29
C 0.0732 -1.5620 -4.2081 0.22 -0.11 -0.53
C -1.6666 -3.1883 -2.7082 -0.50 -1.16 -0.22
H -0.6846 -1.9810 -4.8814 0.35 0.31 0.04
H 0.2379 -0.4958 -4.4107 -0.07 -0.08 -0.03
H 1.0255 -2.0973 -4.3436 -0.17 0.06 -0.09
H -1.9726 -3.1741 -3.7624 -0.14 -0.10 0.48
H -2.5323 -3.1076 -2.0373 0.10 0.10 -0.20
H -1.1395 -4.1333 -2.4939 -0.19 0.12 -0.17
V 0.1003 0.8078 0.8522 -0.51 -0.96 1.52
C 1.7393 1.3709 -0.2204 3.89 1.35 -3.06
C -1.3764 1.4552 0.0962 -0.96 0.69 -1.46
H 1.4781 1.3466 -1.2846 -0.45 -0.07 0.32
H 2.0828 2.3638 0.0858 -0.64 -0.12 0.36
H 2.5072 0.6162 0.0027 -0.63 -0.18 0.40
H -2.3935 1.2137 0.4317 0.08 0.20 -0.35
H -1.2171 2.1331 -0.7624 -0.70 0.08 0.33
F 1.0137 2.5434 5.4289 0.19 -0.95 -0.59
C 1.1276 1.4399 4.6568 -0.24 0.04 0.19
F 2.3677 1.4016 4.1285 -0.74 -0.09 0.46
F 0.9227 0.3388 5.4132 0.32 0.93 -0.48
S -0.1600 1.4896 3.2866 0.11 0.11 0.82
O -1.3853 1.9111 3.9058 0.99 -0.12 -0.50
O 0.4901 2.3775 2.2647 -0.67 -1.11 1.03
O -0.1474 0.0792 2.7570 -0.25 1.26 1.03
```
Positions in Å, forces in eV/Å.

=====

Record 3
Formula: C4H11NO2S
Source: OMol25
Level of theory: wB97M-V/def2-TZVPD

Frontier orbital gap   9.64 eV
HOMO   -9.11 eV
SMILES   CNC(=O)CCS.O
LUMO energy   0.53 eV

The geometry in XYZ format:
```
19
Properties=species:S:1:pos:R:3:forces:R:3
O -2.6377 -0.7922 -0.2185 1.43 -1.40 1.24
S -3.6822 -4.3019 2.9896 -0.26 0.27 0.29
C -1.8695 -1.5010 0.4819 -3.95 0.67 -1.24
N -0.6134 -1.1695 0.6866 2.70 0.64 0.51
C 0.0000 0.0000 0.0000 -0.43 -0.27 -0.14
C -3.7074 -2.7872 1.9246 -0.40 0.02 0.61
C -2.3698 -2.7996 1.1658 0.72 0.28 -0.01
H -4.1182 -3.6799 4.1056 0.08 -0.27 -0.22
H -0.0187 -1.7681 1.2651 -0.47 0.46 -0.48
H 0.9713 0.2991 0.4287 -0.51 -0.48 0.07
H -0.6904 0.8581 0.0603 0.27 -0.47 -0.05
H 0.1487 -0.2580 -1.0621 -0.06 0.25 0.37
H -3.7950 -1.9524 2.6463 0.22 -0.25 -0.68
H -4.6599 -2.8486 1.3638 0.95 0.30 -0.18
H -2.3725 -3.6046 0.4059 0.02 0.37 0.32
H -1.6108 -3.0594 1.9286 -0.28 -0.12 -0.42
O 7.1404 -0.3873 2.1955 -0.61 -0.25 1.05
H 6.2295 -0.7436 2.3029 1.00 0.39 -0.07
H 7.4718 -0.2722 3.1148 -0.39 -0.14 -0.98
```
Positions in Å, forces in eV/Å.

=====

Record 4
Formula: C3H17HfO7
Source: OMol25
Level of theory: wB97M-V/def2-TZVPD

Frontier orbital gap   9.07 eV
HOMO   -12.24 eV
Charge   +1
LUMO energy   -3.17 eV

The geometry in XYZ format:
```
28
Properties=species:S:1:pos:R:3:forces:R:3
Hf 0.1316 -0.3192 -0.0503 2.60 0.07 1.55
C 2.9544 1.0148 -0.4669 -1.08 0.69 -0.80
O 1.9974 0.0352 -0.7164 -0.71 -1.03 0.41
H 3.0346 1.4684 -1.4756 1.34 0.22 0.72
H 3.8290 0.5926 0.0216 0.40 0.16 -0.48
H 2.5589 1.7991 0.1984 0.12 -0.09 0.09
C -3.0319 -0.3807 -0.8753 1.88 -0.43 -0.80
O -1.7404 -0.5975 -0.3671 -0.82 -1.71 0.74
H -3.3806 -1.2282 -1.5313 0.37 1.15 0.25
H -2.7359 0.5671 -1.3172 -2.08 0.41 -1.15
H -3.6937 -0.2843 -0.0621 -1.13 0.37 0.79
C 0.0758 1.2144 2.6182 -0.28 1.24 -1.74
O 0.7232 0.5312 1.6125 0.87 -0.52 -0.52
H 0.5339 0.9036 3.5288 0.05 0.57 1.14
H -0.9738 0.9275 2.5568 -0.42 0.35 0.72
H 0.1793 2.3257 2.3317 -0.26 -1.12 1.37
O -0.3087 -1.7702 1.5114 -0.60 -1.85 1.33
H 0.0851 -2.0007 2.3655 0.17 0.49 -0.15
H -0.8940 -2.5158 1.2967 0.04 0.33 -0.07
O -0.0056 -0.3075 -2.1614 1.35 0.90 -4.13
H -0.7689 -0.1185 -2.6832 -1.62 -0.06 -0.17
H 0.6908 -0.0304 -2.8238 -0.15 -0.54 1.64
O -0.4113 1.7553 -0.3159 0.32 2.19 0.29
H -0.0132 2.4451 0.2417 0.81 -0.65 0.19
H -1.1813 2.2470 -0.5537 -1.46 -0.12 -0.89
O 0.6789 -2.3681 -0.8040 0.27 -2.09 -0.70
H 1.4168 -2.9582 -0.6377 0.93 0.51 0.79
H 0.2497 -2.9476 -1.4413 -0.92 0.57 -0.43
```
Positions in Å, forces in eV/Å.

=====

We obtain ΔE to the lowest compared entry with this formula, charge and spin values of 120.63; 0.49; 16.06; 4.66 kcal/mol for the records listed above, in that order.
We obtain energy values of -6792.8574; -71277.4898; -20746.6072; -19022.6202 eV for the records listed above, in that order.